No. 1
50
Properties=species:S:1:pos:R:3:forces:R:3 method="wB97M-V/def2-TZVPD" orbital_gap_ev="6.038 / 4.978" relative_energy_kj_mol=0.0 s2=0.7583 e_tot_ev=-75704.85686 multiplicity=2 total_charge=-1
Ir -1.554 -1.108 1.264 0.653 2.165 2.582
O -4.367 1.912 0.191 0.698 -0.378 0.391
C -3.502 1.055 0.336 -1.407 0.252 -1.695
O -2.858 0.804 1.394 2.192 -2.814 1.524
C -3.142 0.205 -0.860 1.565 -1.745 0.836
C -3.673 0.531 -2.085 0.118 -0.461 -1.816
C -3.253 -0.157 -3.216 0.095 0.362 1.067
C -2.252 -1.149 -3.086 -0.175 0.177 0.578
C -1.706 -1.834 -4.176 0.973 -0.989 -0.415
C -0.697 -2.790 -4.016 -1.369 1.180 -1.076
C -0.235 -3.084 -2.756 -0.238 0.526 2.024
C -0.770 -2.427 -1.643 0.771 -0.863 -0.622
C -1.763 -1.456 -1.776 -0.497 -0.040 -0.866
N -2.252 -0.812 -0.687 -1.046 1.253 -0.615
H -4.379 1.346 -2.130 -0.057 0.000 0.045
H -3.644 0.100 -4.189 -0.024 -0.039 -0.128
H -2.068 -1.605 -5.168 -0.058 0.049 -0.094
H -0.283 -3.289 -4.882 -0.037 0.011 -0.069
H 0.549 -3.812 -2.609 0.040 -0.026 0.071
H -0.392 -2.664 -0.659 0.126 -0.096 0.113
Cl 2.029 -3.218 4.130 0.057 -0.468 0.743
C 1.835 -1.909 2.989 -0.983 -0.403 -1.737
Cl 3.257 -0.912 2.894 0.469 0.437 0.107
C 1.526 -2.641 1.557 2.937 2.384 2.876
O 2.498 -2.960 0.918 -0.216 -0.639 -0.940
O 0.312 -2.796 1.399 -4.730 -0.123 -1.620
H 0.967 -1.312 3.273 0.406 -0.073 0.140
F -3.198 -3.329 0.374 0.265 -0.024 -0.163
C -2.811 -2.779 1.567 -0.510 0.084 -0.719
F -3.987 -2.407 2.158 0.371 0.365 0.092
H -2.404 -3.611 2.167 0.445 0.657 -0.132
O -0.299 0.952 -0.963 -0.205 -0.222 -0.074
C 0.381 0.918 0.052 1.004 1.908 -1.481
O 0.271 0.133 1.037 -1.757 -1.973 1.042
C 1.514 1.931 0.171 -0.346 -0.291 -0.039
C 1.938 2.571 -0.984 -0.103 -0.108 0.070
C 2.946 3.527 -0.956 0.256 0.212 0.114
C 3.493 3.819 0.268 -0.292 -0.414 0.488
O 4.478 4.723 0.580 -0.210 -0.043 -0.382
C 4.681 4.596 1.971 0.858 0.518 0.644
O 3.763 3.672 2.503 -0.262 -0.187 0.101
C 3.062 3.179 1.431 0.012 0.142 -0.613
C 2.075 2.226 1.415 0.264 0.214 0.038
H 1.465 2.317 -1.919 -0.088 -0.065 -0.039
H 3.283 4.022 -1.850 0.056 0.083 -0.150
H 4.542 5.577 2.453 -0.029 -0.224 -0.132
H 5.710 4.241 2.157 -0.241 0.038 -0.065
H 1.742 1.731 2.309 -0.032 -0.117 0.146
N -1.370 -0.977 4.396 -0.088 0.054 0.918
C -1.461 -1.047 3.254 0.371 -0.249 -1.070

No. 2
113
Properties=species:S:1:pos:R:3:forces:R:3 method="wB97M-V/def2-TZVPD" orbital_gap_ev="5.854 / 5.315" s2=2.0476 e_tot_ev=-84006.73509 multiplicity=3 total_charge=+2
W -1.295 -0.318 -0.823 1.510 1.995 -0.141
C 2.474 2.014 4.807 -0.214 -0.062 0.046
C 1.186 1.256 5.164 0.161 -0.088 0.241
C 0.490 2.033 6.285 0.053 -0.113 -0.171
C 1.538 -0.149 5.681 -0.056 0.222 -0.014
C 0.314 1.099 3.928 0.184 -0.092 -0.329
C 0.887 0.604 2.764 0.040 -0.003 0.138
C 0.129 0.481 1.599 -0.937 0.416 -0.286
N 0.418 -0.068 0.368 0.600 -0.586 0.630
C 1.498 -0.806 -0.042 -0.623 0.104 -0.944
C 2.666 -1.184 0.628 0.393 -0.068 0.049
C 3.672 -1.846 -0.051 -0.321 0.271 0.420
C 3.544 -2.016 -1.444 -0.372 0.105 -0.083
C 2.386 -1.719 -2.153 -0.424 0.023 -0.148
C 1.315 -1.221 -1.405 0.833 0.176 0.924
O 0.065 -1.023 -1.875 1.638 -0.305 -1.379
C 2.246 -1.856 -3.664 -0.027 0.023 -0.129
C 1.916 -0.462 -4.230 -0.079 -0.127 0.070
C 1.117 -2.837 -4.009 0.028 0.057 0.141
C 3.542 -2.343 -4.314 -0.202 0.061 0.141
C 4.905 -2.381 0.654 0.305 -0.114 0.085
C 5.075 -3.871 0.308 -0.078 0.147 0.078
C 4.805 -2.256 2.177 -0.005 -0.002 -0.287
C 6.149 -1.617 0.174 -0.176 -0.057 0.109
C -1.214 0.978 1.598 1.029 -0.073 0.785
O -1.799 1.010 0.371 -0.655 1.260 1.420
C -1.848 1.340 2.785 -0.163 0.018 -0.416
C -1.059 1.389 3.933 0.048 -0.085 -0.423
C -3.336 1.654 2.746 -0.089 -0.025 -0.112
C -3.940 1.831 4.139 0.130 0.009 -0.216
C -3.517 2.964 1.967 -0.021 -0.102 0.002
C -4.076 0.486 2.057 0.145 0.011 -0.284
H 3.042 2.199 5.714 0.111 0.022 0.088
H 2.237 2.972 4.351 0.014 0.152 -0.051
H 3.113 1.458 4.128 0.102 -0.096 -0.125
H 1.191 2.181 7.104 0.025 -0.004 0.051
H -0.365 1.494 6.686 -0.142 -0.032 0.047
H 0.169 3.014 5.942 -0.084 0.129 0.000
H 2.139 -0.075 6.583 0.103 0.003 0.132
H 2.102 -0.713 4.944 0.094 -0.111 -0.122
H 0.633 -0.702 5.920 -0.114 -0.121 0.052
H 1.924 0.331 2.759 0.146 -0.021 0.059
H 2.762 -0.974 1.675 0.104 -0.043 0.163
H 4.388 -2.416 -1.982 0.042 -0.083 -0.088
H 0.913 -0.141 -3.943 0.053 0.031 -0.038
H 1.961 -0.489 -5.315 -0.027 0.013 -0.152
H 2.640 0.272 -3.880 0.073 0.116 0.001
H 0.175 -2.544 -3.544 0.050 -0.046 -0.105
H 1.372 -3.840 -3.675 0.011 -0.154 0.021
H 0.972 -2.862 -5.085 -0.009 -0.031 -0.166
H 4.359 -1.651 -4.129 0.149 0.058 0.001
H 3.401 -2.410 -5.390 -0.013 -0.008 -0.083
H 3.820 -3.330 -3.954 0.087 -0.142 0.029
H 4.189 -4.437 0.587 -0.105 -0.095 0.030
H 5.921 -4.276 0.857 0.085 -0.033 0.041
H 5.266 -4.030 -0.749 0.008 -0.019 -0.151
H 3.912 -2.753 2.551 -0.117 -0.047 0.114
H 4.803 -1.215 2.494 -0.040 0.146 0.086
H 5.665 -2.734 2.638 0.086 -0.023 0.019
H 6.287 -1.704 -0.900 0.035 -0.004 -0.156
H 7.029 -2.030 0.659 0.129 -0.011 0.027
H 6.080 -0.562 0.429 0.012 0.137 0.015
H -1.524 1.676 4.859 -0.086 0.083 0.137
H -3.515 2.693 4.645 0.059 0.086 0.127
H -3.794 0.948 4.754 0.021 -0.140 0.138
H -5.009 2.002 4.049 -0.115 0.018 -0.014
H -3.166 3.801 2.564 0.035 0.129 0.045
H -4.571 3.119 1.745 -0.113 0.088 -0.033
H -2.950 2.957 1.038 -0.057 0.054 -0.057
H -4.009 -0.407 2.676 -0.025 -0.116 0.062
H -3.677 0.238 1.057 -0.346 0.189 0.577
H -5.128 0.737 1.940 -0.120 0.008 0.037
Cl -4.544 -6.738 0.372 -0.083 -0.058 0.015
C -3.767 -5.210 0.382 -0.078 0.109 -0.541
C -3.279 -4.695 1.590 0.259 0.471 -0.383
C -2.583 -3.499 1.595 0.183 0.172 0.103
C -2.397 -2.778 0.421 -0.058 0.116 -0.810
O -1.642 -1.659 0.394 -1.365 -2.530 1.482
C -2.972 -3.246 -0.808 0.461 0.083 0.676
C -2.936 -2.460 -1.967 0.156 2.000 0.722
O -2.551 -1.180 -1.953 -2.654 -4.258 -1.767
C -3.628 -4.502 -0.793 -0.034 -0.144 0.192
H -3.427 -5.245 2.506 0.016 -0.065 0.070
H -2.148 -3.124 2.509 0.017 0.077 0.091
H -3.340 -2.841 -2.900 0.028 0.180 -0.102
H -4.043 -4.893 -1.709 -0.063 -0.076 -0.084
C -3.800 2.244 -1.833 0.176 -0.420 0.182
P -2.147 1.590 -2.296 -0.068 2.135 -0.146
C -0.914 2.774 -1.632 0.075 -0.450 -0.288
C -1.186 4.045 -1.142 -0.106 -0.139 0.006
C -0.167 4.797 -0.575 -0.130 -0.004 -0.040
C 1.121 4.293 -0.511 0.079 -0.144 0.010
C 1.406 3.031 -1.017 0.066 0.039 0.117
C 0.391 2.264 -1.558 -0.224 0.096 -0.548
C -2.202 1.874 -4.094 0.137 -0.690 0.242
C -3.050 1.066 -4.852 0.122 0.040 0.100
C -3.224 1.332 -6.198 -0.048 -0.047 0.000
C -2.547 2.389 -6.789 0.031 -0.003 0.097
C -1.694 3.179 -6.036 -0.023 0.062 -0.098
C -1.515 2.925 -4.688 0.108 -0.030 0.292
H -3.900 3.265 -2.207 0.097 -0.074 -0.025
H -3.959 2.221 -0.756 0.044 -0.002 -0.006
H -4.562 1.633 -2.319 0.038 0.001 -0.007
H -2.183 4.458 -1.199 -0.072 0.010 0.027
H -0.383 5.782 -0.189 -0.005 0.080 0.012
H 1.907 4.887 -0.070 0.093 0.058 0.010
H 2.417 2.655 -0.992 0.106 -0.059 0.015
H 0.619 1.296 -2.024 0.056 0.392 0.143
H -3.570 0.241 -4.379 -0.090 -0.034 -0.065
H -3.893 0.724 -6.784 -0.064 -0.094 -0.083
H -2.688 2.597 -7.836 -0.024 0.032 -0.158
H -1.173 4.005 -6.493 0.059 0.061 -0.066
H -0.853 3.544 -4.095 0.011 0.032 -0.056

No. 3
51
Properties=species:S:1:pos:R:3:forces:R:3 method="wB97M-V/def2-TZVPD" orbital_gap_ev="7.380 / 7.679" relative_energy_kj_mol=0.0 s2=2.0046 e_tot_ev=-65165.97059 multiplicity=3 total_charge=0
Pd 1.038 -0.263 -0.126 -0.145 -0.561 0.545
B 2.635 0.765 1.189 0.060 0.820 0.068
H 1.941 1.589 1.138 -2.475 3.213 0.199
H 2.163 -0.116 1.597 -1.756 -3.275 2.211
H 2.952 0.546 0.181 2.043 -0.380 -3.646
H 3.451 1.033 1.841 3.257 0.699 2.253
B 2.277 -1.613 -1.429 0.125 -0.046 -1.131
H 2.547 -0.656 -1.848 1.570 3.351 -1.823
H 2.820 -2.403 -1.925 2.213 -3.013 -1.349
H 2.413 -1.618 -0.359 1.046 -0.633 4.094
H 1.243 -1.735 -1.711 -4.024 -1.027 -1.267
C 1.920 3.708 -0.516 -0.921 -0.654 0.257
S 1.192 2.694 -1.958 -0.302 0.230 1.647
O 0.934 1.249 -1.537 0.207 3.056 -1.669
C -0.480 3.529 -1.854 0.023 -0.901 -0.591
H 1.195 3.704 0.298 -0.350 -0.147 -0.222
H 2.058 4.753 -0.793 0.211 -0.202 -0.511
H 2.779 3.243 -0.032 0.240 -0.136 -0.775
H -1.078 3.241 -2.719 0.377 -0.091 -0.409
H -0.443 4.618 -1.875 0.272 -0.115 0.450
H -1.044 3.060 -1.048 0.422 0.382 0.568
C -2.718 -1.771 -3.037 0.226 -0.112 0.334
S -1.993 -0.270 -2.268 2.990 -0.744 0.077
O -0.896 -0.778 -1.286 -3.113 0.236 -1.866
C -1.093 0.262 -3.781 -0.178 0.683 -0.863
H -3.449 -2.102 -2.300 0.092 -0.314 -0.145
H -1.921 -2.496 -3.203 0.124 0.018 0.478
H -3.191 -1.670 -4.014 -0.148 0.723 0.167
H -0.570 1.216 -3.712 -0.014 -0.166 0.842
H -1.810 0.479 -4.573 -0.547 -0.275 0.099
H -0.371 -0.423 -4.224 -0.084 -0.515 0.691
C -0.017 2.588 3.033 -0.398 0.020 0.148
S -1.194 1.437 2.144 2.818 -0.654 0.388
O -0.407 0.926 0.939 -2.607 1.385 1.859
C -1.179 0.169 3.516 -0.474 -0.763 0.447
H 0.892 2.153 3.448 -0.170 -0.649 -0.445
H -0.558 3.015 3.877 -0.285 0.127 -0.110
H 0.303 3.379 2.355 -0.317 -0.121 -0.124
H -1.951 -0.587 3.372 0.002 0.047 -0.809
H -1.463 0.493 4.517 -0.058 1.229 -0.177
H -0.258 -0.376 3.724 0.426 0.376 -0.890
C -0.783 -4.056 0.197 0.108 0.267 0.071
S 0.087 -3.172 1.535 0.498 -0.022 0.103
O 0.323 -1.702 1.226 -1.630 -2.347 1.414
C -1.212 -3.303 2.818 0.231 0.473 0.147
H -0.682 -5.127 0.375 0.202 0.020 0.291
H -0.219 -3.819 -0.705 -0.184 0.195 -0.085
H -1.848 -3.837 0.127 0.144 0.389 -0.112
H -1.266 -4.308 3.238 0.104 -0.207 -0.488
H -2.196 -2.963 2.496 0.093 -0.009 -0.197
H -0.876 -2.685 3.651 0.056 0.139 -0.148